# 1
Formula: C28H33HfN8O2S2Si
Source: the OMol25 dataset
Level of theory: the ωB97M-V functional and the def2-TZVPD basis

Output
orbital gap	6.903	eV
charge	+1
energy relative to the best compared isomer or geometry (same formula, charge and spin)	0.00	kJ/mol
spin multiplicity	1
E_HOMO	-10.31	eV
LUMO level	-0.125	Ha

Each line ends with the Löwdin charge.
CARTESIAN COORDINATES (ANGSTROEM)
Hf: 0.254 0.048 0.606  1.33
C: -3.051 4.571 -1.836  -0.08
C: -3.627 3.623 -0.796  -0.26
N: -2.767 3.496 0.382  0.00
C: -1.817 2.573 0.589  -0.73
S: -1.749 1.198 -0.503  0.66
N: -1.016 2.820 1.610  0.02
N: -0.066 1.855 1.840  -0.12
C: 0.815 2.149 2.735  -0.24
C: 0.826 3.459 3.438  -0.01
C: 1.855 1.126 3.010  -0.22
C: 2.617 1.156 4.156  0.01
C: 3.578 0.172 4.346  -0.01
C: 3.746 -0.807 3.386  -0.02
C: 2.912 -0.801 2.287  -0.10
N: 1.983 0.141 2.109  -0.03
H: -3.720 4.642 -2.697  0.08
H: -2.921 5.575 -1.426  0.08
H: -2.078 4.211 -2.181  0.06
H: -4.604 3.963 -0.456  0.12
H: -3.763 2.633 -1.222  0.07
H: -2.685 4.297 0.992  0.15
H: 0.524 4.235 2.742  0.08
H: 0.098 3.466 4.254  0.11
H: 1.813 3.682 3.838  0.08
H: 2.462 1.934 4.890  0.12
H: 4.186 0.171 5.243  0.12
H: 4.494 -1.580 3.489  0.12
H: 2.976 -1.566 1.524  0.13
N: 0.860 2.658 -6.672  0.13
C: 1.181 2.190 -5.430  -0.30
C: 2.078 1.114 -5.292  -0.01
C: 2.388 0.620 -4.053  -0.06
C: 1.799 1.189 -2.919  -0.33
C: 0.901 2.253 -3.031  -0.05
C: 0.599 2.749 -4.280  -0.01
S: 2.255 0.598 -1.373  0.65
O: 1.643 1.503 -0.346  -0.43
O: 3.663 0.413 -1.289  -0.24
N: 1.453 -0.778 -0.952  -0.21
C: 0.470 -1.388 -1.771  -0.49
N: -0.654 -1.590 -1.074  0.00
C: -1.642 -2.233 -1.687  -0.09
C: -1.512 -2.648 -2.993  -0.01
C: -0.322 -2.331 -3.637  -0.06
N: 0.690 -1.703 -3.028  0.17
H: 1.421 2.385 -7.459  0.10
H: 0.386 3.540 -6.756  0.10
H: 2.530 0.677 -6.176  0.12
H: 3.085 -0.203 -3.953  0.13
H: 0.460 2.691 -2.148  0.09
H: -0.089 3.582 -4.379  0.11
H: -2.543 -2.406 -1.109  0.13
H: -2.304 -3.191 -3.489  0.11
H: -0.165 -2.592 -4.678  0.12
C: -2.519 -1.208 2.647  -0.24
Si: -0.738 -1.734 2.360  0.46
C: 0.065 -1.848 4.055  -0.23
C: -0.765 -3.514 1.737  -0.32
C: -1.709 -4.428 2.216  -0.10
C: -1.737 -5.745 1.765  -0.08
C: -0.816 -6.178 0.819  -0.09
C: 0.135 -5.292 0.330  -0.09
C: 0.150 -3.978 0.785  -0.14
H: -3.036 -1.897 3.324  0.03
H: -3.076 -1.173 1.705  0.01
H: -2.560 -0.208 3.091  0.02
H: -0.538 -2.483 4.714  0.04
H: 0.174 -0.871 4.542  0.02
H: 1.056 -2.308 3.976  0.02
H: -2.437 -4.115 2.961  0.10
H: -2.479 -6.433 2.153  0.10
H: -0.839 -7.201 0.464  0.10
H: 0.862 -5.624 -0.403  0.10
H: 0.902 -3.300 0.383  0.07


# 2
Formula: C28H33INO5PSTm
Source: the OMol25 dataset
Level of theory: the ωB97M-V functional and the def2-TZVPD basis

Output
orbital gap (alpha / beta)	4.639 / 3.388	eV
charge	+3
<S²>	2.03
spin multiplicity	3
E_HOMO (alpha / beta)	-15.28 / -15.28	eV
LUMO level (alpha / beta)	-0.391 / -0.437	Ha

Each line ends with the Löwdin spin population.
CARTESIAN COORDINATES (ANGSTROEM)
C: 3.362 -2.989 3.517  0.00
O: 3.976 -3.780 2.472  0.00
C: 4.007 -2.958 1.308  0.00
C: 4.865 -3.554 0.135  0.00
C: 4.292 -3.152 -1.287  0.00
C: 3.993 -1.605 -1.448  0.00
C: 2.582 -1.351 -2.143  0.00
C: 1.535 -0.603 -1.181  0.00
C: 1.483 0.908 -1.588  0.00
C: 0.204 1.692 -1.070  0.00
C: -1.001 1.747 -1.881  0.00
C: -2.193 2.493 -1.439  0.00
C: -2.249 3.195 -0.156  0.00
S: -3.807 4.032 0.281  0.00
C: -1.040 3.149 0.694  0.00
C: -1.087 3.907 2.051  0.00
C: -1.154 2.887 3.261  0.00
O: -1.738 1.852 3.151  0.00
I: -0.191 3.444 5.133  0.00
C: 0.166 2.393 0.239  0.00
P: 1.747 2.239 1.243  0.00
C: 1.632 0.887 2.532  0.00
C: 2.283 3.879 1.966  0.00
C: -3.290 2.330 -2.556  0.00
O: -4.274 2.948 -2.776  0.00
N: -2.763 1.195 -3.296  0.00
C: -3.551 -0.046 -3.288  0.00
C: -3.103 -1.097 -2.208  0.00
O: -2.046 -1.679 -2.217  -0.01
C: -4.080 -1.498 -1.028  0.01
C: -3.764 -1.359 0.372  0.18
C: -4.785 -1.830 1.398  0.30
C: -6.081 -2.420 1.054  0.00
C: -6.399 -2.557 -0.359  0.16
C: -5.380 -2.085 -1.385  0.33
C: -1.340 1.118 -3.271  0.00
O: -0.555 0.694 -4.072  0.00
H: 4.184 -2.642 4.194  0.00
H: 2.562 -3.550 4.067  0.00
H: 2.865 -2.063 3.101  0.00
H: 4.405 -1.930 1.546  0.00
H: 2.948 -2.824 0.915  0.00
H: 5.967 -3.338 0.228  0.00
H: 4.780 -4.676 0.220  0.00
H: 3.380 -3.798 -1.441  0.00
H: 5.063 -3.424 -2.050  0.00
H: 4.101 -1.007 -0.506  0.00
H: 4.768 -1.195 -2.163  0.00
H: 2.729 -0.712 -3.058  0.00
H: 2.199 -2.346 -2.479  0.00
H: 1.855 -0.771 -0.115  0.00
H: 0.555 -1.133 -1.360  0.00
H: 1.513 0.986 -2.750  0.00
H: 2.454 1.385 -1.158  0.00
H: -3.771 5.171 -0.507  0.00
H: -0.223 4.621 2.138  0.00
H: -2.006 4.554 2.160  0.00
H: 1.676 1.340 3.560  0.00
H: 2.550 0.246 2.401  0.00
H: 0.706 0.265 2.392  0.00
H: 1.840 3.945 3.005  0.00
H: 3.393 3.972 2.078  0.00
H: 1.844 4.758 1.412  0.00
H: -3.635 -0.527 -4.306  0.00
H: -4.609 0.251 -3.026  0.00
H: -2.801 -0.923 0.716  0.01
H: -4.549 -1.755 2.493  0.01
H: -6.824 -2.797 1.789  0.00
H: -7.362 -3.023 -0.684  0.00
H: -5.670 -2.219 -2.455  0.01
Tm: 2.856 2.734 -2.516  1.01


# 3
Formula: C28H33N2O3SSiV
Source: the OMol25 dataset
Level of theory: the ωB97M-V functional and the def2-TZVPD basis

Output
orbital gap (alpha / beta)	7.711 / 7.793	eV
<S²>	2.01
energy relative to the best compared isomer or geometry (same formula, charge and spin)	8.67	kJ/mol
spin multiplicity	3
E_HOMO (alpha / beta)	-7.41 / -7.76	eV
LUMO level (alpha / beta)	0.011 / 0.001	Ha

Each line ends with the Löwdin spin population.
CARTESIAN COORDINATES (ANGSTROEM)
V: -0.839 -0.793 0.760  1.81
O: -0.078 -2.451 1.290  0.02
C: 0.934 -2.642 2.124  0.01
C: 1.795 -3.729 1.934  0.00
C: 2.872 -3.925 2.767  0.00
C: 3.121 -3.071 3.852  0.00
C: 2.252 -2.032 4.082  0.00
C: 1.160 -1.801 3.233  0.00
C: 0.203 -0.756 3.589  0.02
N: -0.720 -0.362 2.808  0.00
C: -1.794 0.531 3.287  0.00
C: -2.359 1.296 2.087  0.00
N: -2.471 0.348 0.960  0.00
C: -3.514 0.300 0.220  0.03
C: -3.698 -0.601 -0.905  0.00
C: -4.983 -0.649 -1.476  0.00
C: -5.288 -1.521 -2.488  0.00
C: -4.277 -2.376 -2.960  0.01
C: -3.005 -2.337 -2.444  0.00
C: -2.669 -1.441 -1.408  0.01
O: -1.441 -1.405 -0.962  0.02
H: 1.609 -4.378 1.089  0.00
H: 3.540 -4.757 2.578  0.00
H: 3.970 -3.237 4.500  0.00
H: 2.402 -1.370 4.930  0.00
H: 0.260 -0.355 4.604  0.00
H: -1.430 1.210 4.061  0.00
H: -2.580 -0.093 3.715  0.00
H: -1.662 2.082 1.799  0.00
H: -3.326 1.747 2.315  0.00
H: -4.344 0.973 0.447  0.00
H: -5.745 0.018 -1.084  0.00
H: -6.283 -1.557 -2.908  0.00
H: -4.505 -3.085 -3.747  0.00
H: -2.223 -2.985 -2.816  0.00
C: 1.959 1.961 -1.569  0.00
Si: 0.769 2.106 -0.168  0.01
C: 1.559 3.004 1.242  0.00
C: -0.720 3.067 -0.785  0.00
C: -1.501 2.494 -1.800  0.00
C: -2.657 3.110 -2.261  0.00
C: -3.067 4.318 -1.705  0.00
C: -2.315 4.904 -0.697  0.00
C: -1.152 4.283 -0.248  0.00
H: 2.154 2.944 -2.009  0.00
H: 1.551 1.311 -2.349  0.00
H: 2.908 1.532 -1.239  0.00
H: 2.060 3.922 0.921  0.00
H: 2.308 2.352 1.701  0.00
H: 0.830 3.268 2.014  0.00
H: -1.209 1.539 -2.227  0.00
H: -3.242 2.645 -3.045  0.00
H: -3.970 4.800 -2.060  0.00
H: -2.633 5.843 -0.259  0.00
H: -0.576 4.756 0.541  0.00
O: 0.215 0.653 0.316  0.05
S: 2.695 -1.419 -0.532  0.00
C: 4.481 -1.062 -0.543  0.00
C: 5.020 -1.663 -1.838  0.00
C: 3.948 -1.416 -2.896  0.00
C: 2.634 -1.902 -2.290  0.00
H: 4.934 -1.494 0.349  0.00
H: 4.635 0.019 -0.523  0.00
H: 5.169 -2.739 -1.712  0.00
H: 5.979 -1.219 -2.112  0.00
H: 4.166 -1.934 -3.832  0.00
H: 3.884 -0.345 -3.107  0.00
H: 2.546 -2.986 -2.361  0.00
H: 1.757 -1.449 -2.749  0.00


So what do the calculations give for E_tot? Going down the list: -76440.858; -99017.585; -83100.331 eV.